ORCA calculation (the ωB97M-V functional and the def2-TZVPD basis) on an isolated molecule of C5H6N2O2 at a distorted geometry.

The geometry in XYZ format:
```
15
Properties=species:S:1:pos:R:3:forces:R:3:nbo_charge:R:1
O -0.9349 2.0302 -0.0031 0.2 -1.2 0.0 -0.599
O -0.7518 -1.6850 0.2291 -1.5 5.9 1.0 -0.762
N 0.7421 0.1453 1.4298 -0.8 -0.2 0.8 -0.403
N -2.3846 0.3361 0.2908 -1.0 -0.1 0.3 -0.790
C -1.1341 0.8330 0.2108 -3.2 2.9 -0.1 0.623
C 0.7920 0.0344 -0.9233 2.6 1.2 2.4 -0.144
C -0.0526 -0.0976 0.3074 0.1 -5.8 -1.8 0.269
C 1.7928 0.6856 0.9786 1.2 -0.5 0.4 0.116
C 1.9333 0.6410 -0.4920 -2.5 -1.4 0.1 -0.254
H -0.0883 -2.2968 0.1255 2.9 -1.9 -0.3 0.461
H 0.6812 -0.4006 -1.8529 -0.9 -0.4 -1.8 0.229
H 2.5195 0.8649 1.7472 0.7 0.8 -0.2 0.206
H -3.1185 0.9977 0.0662 0.2 0.0 0.3 0.401
H -2.6443 -0.4572 0.8792 0.5 0.2 -0.7 0.421
H 2.7550 0.8106 -1.1117 1.3 0.6 -0.5 0.226
```
Forces are in eV/Å.

Output
SMILES string: NC(=O)[C@@]1(O)C=CC=N1
Gap between HOMO and LUMO: 9.485 eV
HOMO energy: -9.8 eV
LUMO level: -0.3 eV
E: -454.0378 a.u.